ORCA calculation (ωB97M-V/def2-TZVPD) on a gas-phase ion, C3H7N2OS (charge +1) at a distorted geometry.

Geometry (Å):
C1 -0.258 0.552 -0.079
C2 -1.365 -0.431 -0.102
C3 1.084 -1.384 -0.345
N1 0.284 -2.451 0.738
N2 1.015 -0.028 0.355
O1 0.786 -3.511 0.922
S1 -0.540 -1.750 -1.073
H1 -0.145 0.693 -1.217
H2 -0.527 1.440 0.457
H3 -1.655 -0.821 0.828
H4 -2.406 -0.123 -0.503
H5 2.039 -1.757 -0.546
H6 1.778 0.622 0.164
H7 0.991 -0.224 1.391

E_HOMO: -0.48814 Eh
net charge: +1
strongest force on any atom: 3.9 eV/A
LUMO energy: -0.152 hartree
energy above the lowest of the compared OMol25 structures with the same formula, charge and spin: 534.4 kJ/mol